Entry 1:
Below is a 2-piece molecular cluster, C5H12N2O overall, with properties calculated with the ωB97M-V functional and the def2-TZVPD basis.

```
! RIJCOSX wB97M-V def2-TZVPD def2/J DEFGRID3
* xyz 0 1
C -1.71973 -1.61077 -0.13638
H 2.34229 1.61935 -1.35743
N -1.08701 -3.72784 0.80129
H 0.33658 1.39361 0.95573
O 1.50699 -0.13517 -0.90046
H -0.53559 -4.49606 0.44240
H -2.18668 -0.12142 -1.50143
H 2.14789 3.69077 -0.05939
H 0.40601 3.96859 -0.05781
H -0.87804 -3.65707 1.78341
N -1.53203 -0.35429 -0.77206
H -2.76006 -1.87744 0.04563
H 1.24174 3.68329 1.45910
H 0.27953 -2.34660 -0.07207
C 1.02478 1.90572 0.28998
C 1.20894 3.39576 0.40851
H 0.60559 -0.43643 -0.66321
C 1.64677 1.19588 -0.64253
H -1.27174 0.40289 -0.17562
C -0.77623 -2.49276 0.15234
*
```

**Gap between HOMO and LUMO**: 0.355 Ha
**SMILES string**: C/C=C/O.N/C=C/N
**Energy above the lowest of the compared OMol25 structures with the same formula, charge and spin**: 270.8 kJ/mol
**E_LUMO**: 0.0377 hartree

Atomic partial charges in e from the Löwdin method, atoms 1 to 2: C -0.19; H 0.12


Entry 2:
Below is C24H29IrN9 as an isolated structure, with properties calculated with the ωB97M-V functional and the def2-TZVPD basis.

```
! RIJCOSX wB97M-V def2-TZVPD def2/J DEFGRID3
* xyz 3 1
H 5.17669 -0.20587 2.41857
C 2.56006 -1.15610 2.84045
C 4.56931 1.13436 0.85551
H -1.88670 3.13906 -0.86645
C -3.22182 -1.73947 2.62881
H 0.37356 -1.96495 4.55569
C -0.17158 1.92883 -1.25864
H -4.99871 -2.83348 3.21864
C 3.28865 1.36582 0.35431
H 0.98288 0.00302 3.45607
H 1.60887 1.63264 -4.91651
C -1.00489 2.76537 -0.34909
C -3.45021 -0.04598 0.92812
C -1.05102 -1.64529 2.99483
N 1.20360 0.36244 -1.86803
C 3.10720 2.36242 -0.60683
H 2.68141 -2.16682 2.44433
H 6.68411 1.59026 0.81321
H -2.36505 -2.56778 -3.97065
H 3.03501 -1.13137 3.82374
C 5.70397 1.79505 0.40342
C -1.47707 -1.28036 -1.23106
N -1.27095 -0.74136 2.05068
H -1.45648 -3.35504 -2.66184
C 0.31338 -1.92131 3.46603
C 0.05680 2.06302 -2.62679
H 6.36784 3.25471 -0.99299
H 4.11261 3.78900 -1.81959
H -1.30879 2.20519 0.53508
H 0.65925 -2.87941 3.07235
C -2.65546 -0.78168 1.79677
C -2.34420 -2.77688 -2.90333
Ir 0.37694 -0.09699 0.92812
H -2.23413 -2.97143 4.09073
H -3.23235 -3.34547 -2.63238
H 1.82942 -0.42096 -1.76263
N -2.16635 -2.25678 3.37977
C -5.34504 -1.36478 1.68773
H -6.40165 -1.58375 1.61799
N -2.33685 -1.49312 -2.16559
C 0.94421 1.05772 -2.98631
H -0.36739 2.80496 -3.28352
H 0.97111 -0.00239 -4.84041
C 3.15432 -0.17349 1.92112
N 2.39675 0.49141 1.05035
C 1.56461 0.73765 -4.30070
N -0.70548 -1.19366 -0.36217
H -3.23896 0.41424 -1.99579
H -0.43834 3.63661 -0.01346
H -3.49217 -0.42056 -3.53423
H 2.13228 2.63665 -0.97066
N 1.12784 -0.83790 2.89349
N 4.42710 0.16851 1.85270
H 2.57150 0.33721 -4.18506
C 5.51437 2.73014 -0.58624
H -4.37528 -0.95254 -2.09240
C -3.43190 -0.54945 -2.45514
C -4.57284 -2.06585 2.58645
H -3.03206 0.76888 0.35283
C 4.22898 3.02036 -1.06728
H -5.44685 0.19545 0.21590
N 0.54894 0.88738 -0.80655
C -4.79303 -0.35610 0.87853
*
```

**Gap between HOMO and LUMO (spin up / spin down)**: 0.249 / 0.249 Ha
**Energy above the lowest of the compared OMol25 structures with the same formula, charge and spin**: 180.3 kJ/mol
**E_LUMO (spin up / spin down)**: -0.3782 / -0.3783 hartree

Atomic partial charges in e from the Löwdin method, atoms 1 to 2: H 0.20; C -0.07


Entry 3:
Below is C6H9O5Tb as an isolated structure, with properties calculated with the ωB97M-V functional and the def2-TZVPD basis.

```
! RIJCOSX wB97M-V def2-TZVPD def2/J DEFGRID3
* xyz 1 8
C -1.73553 -2.69145 -0.37244
H -3.39321 2.13608 -0.58235
C 3.32586 -1.46251 1.32406
C -1.35946 1.49934 -0.79397
H -1.57313 0.78492 -1.60609
C 0.89752 0.58982 -0.72677
O -0.31289 0.97334 0.01676
C -2.59189 1.72954 0.04874
H 2.78839 -1.80803 2.20891
H -2.95056 0.78854 0.48949
H 0.59523 -0.26677 -1.40563
O -2.38667 -3.20082 -1.17817
O -1.18355 -2.25519 0.55895
O 1.50095 -0.17996 0.53350
H -1.01188 2.43799 -1.24983
H 3.24726 -0.40155 -0.52103
H 4.34553 -1.80745 1.15787
Tb -0.17189 -0.13434 1.99236
O 1.61301 1.50417 -1.15507
H -2.38771 2.45002 0.85215
C 2.74463 -0.68571 0.40858
*
```

**Gap between HOMO and LUMO (spin up / spin down)**: 0.316 / 0.277 Ha
**E_LUMO (spin up / spin down)**: -0.1406 / -0.1830 hartree
**Expectation value of S²**: 15.77

Atomic partial charges in e from the Löwdin method, atoms 1 to 2: C -0.35; H 0.10


Entry 4:
Below is C41H104F6LiN9O27S2 as an isolated structure, with properties calculated with the ωB97M-V functional and the def2-TZVPD basis.

```
! RIJCOSX wB97M-V def2-TZVPD def2/J DEFGRID3
* xyz 0 1
H 8.62473 5.95851 0.47423
H 5.17216 -2.85978 -0.49494
H 3.78566 3.17398 -4.07712
H -5.03401 -2.15072 2.27731
H 4.61116 -4.96347 -4.85986
H -3.86119 -5.62327 4.46988
C 1.68542 6.03243 3.43836
H -4.02114 0.80372 0.03601
H -1.52417 -0.33257 2.51398
O 4.38092 1.34370 -3.21333
H -1.29108 0.06812 5.92852
H -3.58189 -4.31188 -3.82111
C 6.29959 3.54336 -0.14887
O -0.43501 -3.36316 -7.44889
C -3.67201 -4.65720 2.08436
H -7.42630 1.29678 -1.87235
H -0.36213 4.53780 -0.41013
H 4.56756 0.96632 -5.92881
H 2.68611 6.32728 3.75423
H 7.82800 2.66354 0.26792
C 0.33894 -1.05752 -2.36982
N 2.08190 -5.18468 2.07058
H 1.17312 -1.09759 5.48047
C 4.02873 -5.03957 -3.06387
H 1.76492 -1.15779 -6.28970
H 4.53086 -4.81379 -2.12312
H 6.46907 3.34873 2.97680
C -5.27700 4.71792 1.15687
C -6.34745 1.15212 -1.81517
H -6.71310 3.58221 -3.30749
O 5.17537 0.47611 -0.05750
H 2.05868 2.22818 -5.52398
H 2.58990 0.59589 -5.02702
H 0.30529 4.39914 3.34612
H -7.56008 3.43519 -0.23104
O 2.38941 -3.81461 0.27294
N -0.98753 4.17615 -1.11595
O 0.47740 2.34174 0.93505
H -0.63522 -4.12213 3.29717
H -5.47388 -2.58383 -3.68906
H -2.03563 -6.95104 -3.17762
H 1.96546 -2.85073 -6.33926
C -1.26484 -4.55203 2.51816
H -0.57136 -5.98087 -3.29616
N -1.48457 -6.15149 -2.89986
H -5.68703 2.28837 2.37993
H 3.96058 3.53706 3.07983
H 1.98221 -5.19259 3.07562
C 1.38688 -2.04687 -6.79441
H -1.47827 -1.74271 1.51747
H 1.65493 6.08749 2.35018
O 3.98313 1.71835 -6.04921
C 5.64186 -0.87047 0.16180
O 4.69353 4.37205 4.84361
H 5.43334 1.85140 2.77600
C 2.89256 1.63616 -5.14680
S 0.36475 0.34752 -1.06734
O 0.73337 6.95153 4.01464
N -0.96955 6.22777 -1.80689
H 1.10166 -1.47633 -8.72023
H -0.92330 -3.86334 -0.96872
H 5.43421 -1.32156 1.13211
C 1.32281 4.52953 3.71457
O 1.93386 -5.09945 -4.24876
F 1.14199 -0.81675 -3.43904
H -3.37896 -5.46659 1.41571
F 3.25372 -0.18313 1.77342
O -2.71028 -5.52799 -1.15989
H -4.59931 -2.92220 -2.04218
C -4.01621 -2.10714 1.88966
H 5.97724 -1.97034 -1.69950
O -4.14384 -1.17672 -2.92082
H -2.45647 -3.15506 -3.50933
H 6.72921 -0.94519 0.17531
F 1.32714 -0.44424 2.08803
N 1.84700 0.80283 -0.97130
H 0.84849 4.58472 5.70579
O 6.53026 2.12320 4.50993
H -3.56224 2.42617 1.51416
H -1.09184 -4.13304 1.52689
H 1.61770 1.04113 6.54684
H -4.86439 3.74363 -3.52229
H 1.73894 3.76372 3.06000
F -0.91234 -1.13568 -2.82498
O 1.69914 -2.02143 -8.20304
O -1.79301 4.67059 -3.14524
C -1.40231 5.00602 -2.03120
C -0.22245 0.10551 5.71702
H 2.10105 -4.61658 -2.32194
H -4.64908 -0.88389 4.23605
H 1.59790 -2.09870 1.90343
N -5.85459 3.39137 -0.84465
H 3.18255 -1.94609 -0.80528
H -6.23989 0.62416 -2.76269
H -0.85792 -1.68448 3.25525
H 1.90770 -5.97337 1.46419
H -5.66645 2.45685 -4.21966
H -7.19408 2.76126 1.55135
O 0.32797 0.69642 8.22120
H 3.82939 4.66273 5.14422
C 0.55510 1.02953 6.78943
O 0.30282 -1.17236 5.87870
C -3.99790 2.10928 -1.82545
H -0.66981 -1.43355 -7.10115
H -2.82250 -2.04218 -5.16100
C 5.16908 -1.88052 -0.97362
C -3.58672 1.70253 -0.40163
H 5.86708 1.04146 0.29397
N 1.76997 -3.03917 2.22901
C -0.10191 -2.25786 -6.66976
N -1.01582 -4.34705 -1.85052
O 4.80195 -4.51872 -4.03076
H 0.18958 2.04996 6.67447
H -6.20695 5.26434 0.99966
C 5.79463 2.63206 3.44543
H -4.26015 -0.77773 -3.78620
C -3.93597 -3.43858 1.12300
H -2.52436 1.51662 -0.24368
H 3.91840 2.44165 4.41496
H -0.62741 6.55032 -0.91302
C -2.63166 -4.37241 3.23976
C -6.16701 2.42439 1.41079
Li 3.70849 0.54049 -1.47735
H 0.80215 7.74244 3.47490
N -2.98256 -3.08474 3.90614
C -5.52909 2.45440 -1.93945
F 2.23933 1.11287 3.22487
O 3.86840 -1.61784 -1.39133
H -4.39128 5.21379 0.75975
F 0.64324 -2.20772 -1.83991
H -3.00033 -0.43738 4.65318
O -3.42123 -2.78473 -5.26937
H -2.42591 -6.39766 3.69380
H -6.19716 1.43678 0.95054
H 3.94309 -6.12097 -3.17027
C 4.51602 3.23618 3.96811
H 1.63548 -3.26249 3.20478
C -1.80202 -5.37260 -1.89740
H -1.15925 3.18820 -1.23661
O 2.91512 2.69230 0.52865
H -3.13305 3.65609 0.37968
H -3.72812 0.15148 3.17035
H -0.51245 -2.28570 -5.66042
H 5.22080 3.52007 0.00530
O -0.40967 1.47069 -1.68130
H -4.82348 -3.67723 0.53694
O 1.43438 4.14123 5.08801
H -3.81620 1.31853 -2.55332
C 6.95029 4.86313 0.50320
C 2.62830 -4.39158 -3.24902
H 2.59030 2.25466 -3.14730
H 2.67501 -3.32900 -3.48740
H 7.01758 4.77964 1.58792
H 5.89904 1.96344 5.21536
O -2.38643 -2.86897 5.12063
H -1.02497 6.87838 -2.57743
C -5.34081 3.35023 0.52093
H -4.64430 -4.95447 2.47729
C 2.15279 -3.97984 1.40429
C -4.59850 -2.49628 -3.04552
C -3.65319 -0.71605 3.82600
H -3.53932 3.07094 -2.05571
H -6.05894 0.43815 -1.04375
C -3.04584 -1.82599 3.05843
C 3.43706 2.17157 -3.82862
H 6.33164 5.71213 0.21242
C -3.47549 -3.22922 -3.88909
O -7.04266 3.92345 -0.87562
H 0.73578 1.46056 8.63518
C -5.73251 3.10796 -3.34800
H -3.98618 -1.40789 1.05404
O -0.21091 -0.25205 0.14880
H -1.47472 -2.65509 4.90936
H -5.01549 4.69008 2.21467
H -0.06301 0.49335 4.71090
H 0.21415 -3.42656 -8.15329
S 1.76842 1.76409 0.55508
H -3.11554 -3.45775 0.40564
H 5.21441 1.63975 -3.58648
H 2.46365 -5.04681 -5.04760
H 6.30334 3.51643 -1.23853
H -2.16153 -5.38394 5.08291
O 8.31927 5.07847 0.24223
C -2.80660 -5.51915 4.21475
H -0.98839 -5.58785 2.32127
C -3.83737 2.84066 0.54431
O 6.90509 2.41801 0.36570
H -0.27371 -4.22619 -2.52488
C 2.16005 0.51217 2.03582
C -1.63971 -1.41599 2.54475
*
```

**Gap between HOMO and LUMO**: 0.243 Ha
**Energy above the lowest of the compared OMol25 structures with the same formula, charge and spin**: 0.0 kJ/mol
**E_LUMO**: -0.0172 hartree

Atomic partial charges in e from the Löwdin method, atoms 1 to 2: H 0.09; H 0.11


Max |F| / eV Å⁻¹: 1.2 2.6 3.7 5.7
Total energy / eV: -10405.617 -41583.959 -39031.974 -151068.242